(1)
Computed, not measured: 5 unconnected molecules or ions with the total composition C27H71N4O9, with ωB97M-V/def2-TZVPD.

Element x y z (Å)
C1 35.6815 18.3321 -6.7466
H1 32.2684 2.5846 4.5053
H2 33.9864 4.3892 4.4753
H3 26.6435 12.3248 -4.5338
H4 33.6237 18.4344 -6.8133
C2 37.4926 6.0224 4.2785
H5 42.4645 13.5899 -0.7595
N1 41.1014 13.0771 0.7110
H6 34.1171 5.8368 1.3338
H7 42.7818 9.0220 2.0946
H8 37.3904 10.0032 -6.6767
H9 33.9200 3.5065 1.6188
H10 43.8888 9.0740 0.6518
H11 41.2266 13.8942 5.5979
C3 27.7997 14.5324 -5.8525
H12 39.0232 16.7928 -8.9937
O1 32.2872 2.3274 2.4464
H13 34.2753 16.9572 -7.6644
H14 30.1706 14.1350 1.1305
H15 37.0463 17.0240 -7.1715
H16 37.9021 10.5335 -3.2021
C4 29.9202 12.6925 -2.6173
H17 35.8277 17.8689 -5.7708
H18 35.8021 19.4041 -6.5904
H19 36.3502 6.9411 2.1760
H20 32.5155 0.2422 2.5505
O2 42.9475 10.7301 1.1824
C5 32.9645 2.6117 3.6670
H21 36.3432 9.9959 -3.6358
N2 36.9365 17.9456 -7.5698
O3 34.4587 18.8182 -8.6506
O4 28.0033 13.6746 -4.6504
C6 41.5647 14.2869 2.8808
H22 29.7450 14.3538 -1.2908
H23 26.5090 12.4031 -2.0112
O5 36.6873 5.3516 3.3262
H24 39.1271 18.4437 -9.5262
H25 35.6092 5.1118 0.8782
H26 32.4340 19.0597 -9.1665
H27 43.9279 11.4310 -0.5843
C7 42.5281 12.9235 0.1007
C8 31.7841 1.0397 2.4196
H28 35.0913 6.7531 3.3231
H29 36.2526 11.6140 -5.3701
C9 33.4064 18.8160 -9.5946
H30 38.7715 15.2379 -10.7553
C10 38.4978 17.5548 -9.5694
H31 41.3230 15.2144 0.9470
C11 41.4715 13.1233 4.8673
N3 34.4237 3.9695 2.3618
C12 37.2927 11.4244 -5.1046
H32 38.1295 6.7804 3.8224
C13 34.3817 18.0265 -7.4820
H33 36.5583 18.7384 -9.5556
H34 33.3039 17.9285 -10.2191
H35 37.0862 15.8448 -11.2863
H36 41.0408 12.3055 1.3600
H37 27.2659 15.3632 -5.3912
O6 38.5480 17.2883 -10.9946
H38 40.4491 13.0225 -0.0581
H39 28.3437 11.2947 -2.8563
H40 42.5582 13.0721 4.9341
H41 29.9681 13.3735 -3.4670
N4 28.5728 12.1023 -2.2946
C14 42.9633 11.4422 -0.0767
H42 35.0969 3.2860 2.6774
C15 37.8772 10.9586 -6.4810
C16 34.9717 5.2976 1.7425
H43 37.5885 9.3433 -4.5140
H44 30.4271 12.4424 1.8438
C17 37.2942 10.2967 -4.0753
H45 36.3189 17.0002 -9.3690
C18 38.1712 15.9252 -11.3514
H46 31.2476 0.8640 1.4873
O7 30.3548 12.5994 -0.2048
H47 41.2363 15.2499 3.2720
O8 41.0881 13.1422 3.5276
H48 43.2144 13.2826 0.8676
C19 35.7650 6.1775 2.6883
H49 36.9389 6.3319 5.1649
H50 37.6845 18.5172 -7.2038
H51 42.1950 11.0262 -0.7284
H52 28.7103 14.9244 -6.3056
H53 42.1379 9.0353 0.4314
C20 30.4408 13.5164 -1.3426
C21 33.5214 4.0343 3.5556
H54 33.7584 1.8879 3.8512
H55 38.9474 10.7582 -6.4321
H56 38.1773 5.2482 4.6249
H57 42.6371 14.1685 2.7259
H58 30.5578 11.8100 -2.6697
H59 27.4201 13.9194 -2.0244
H60 39.7492 14.5498 1.5573
C22 30.6900 13.1779 1.0834
H61 32.7047 4.7172 3.3216
H62 31.4854 13.8246 -1.3858
H63 37.6216 11.7337 -7.2036
H64 33.7515 19.5421 -10.3308
C23 26.8846 13.2486 -4.0079
H65 38.5228 15.8415 -12.3797
C24 40.8292 14.4142 1.4983
H66 28.5189 11.7630 -1.3448
H67 31.7210 13.5213 1.1682
C25 36.9844 17.8298 -9.1302
O9 37.6376 12.6719 -4.6066
H68 25.9371 13.7853 -4.0560
H69 27.1398 14.0707 -6.5870
H70 31.0105 1.1019 3.1850
C26 42.9381 9.3905 1.0808
C27 27.2843 12.9646 -2.5324
H71 41.1352 12.1476 5.2181

Output
Relative energy (zero: lowest compared OMol25 entry of this formula, charge and spin) = 5.238 eV
Net charge = +3
LUMO level = -4.9 eV

(2)
Computed, not measured: 6 unconnected molecules or ions with the total composition C27H71N6O7, with ωB97M-V/def2-TZVPD.

Element x y z (Å)
H1 11.9165 1.6400 0.1979
H2 -2.2340 2.7883 -3.6506
C1 -0.4804 3.5907 -4.3143
O1 7.7790 1.0470 -0.3439
H3 -0.4137 6.1305 -6.6361
C2 8.5424 1.0595 0.8507
H4 -5.7764 -9.1213 -2.9111
C3 -0.7904 -5.3367 -0.0815
H5 -1.4684 -8.3233 -3.2056
H6 0.8220 -2.7401 3.0055
H7 3.9285 1.5001 -0.8023
H8 7.9009 1.5341 1.5996
H9 -4.1923 -6.1879 -1.3324
H10 1.0178 4.2786 -2.9115
C4 -3.0011 4.8501 4.7585
H11 -5.3286 2.6200 4.3136
N1 -4.0127 6.6225 3.4301
C5 -5.4808 -9.3621 -1.8879
C6 -5.1159 -8.1050 -1.1059
C7 -5.3817 3.1456 3.3563
H12 8.9986 3.7204 0.7694
H13 -2.6797 -9.4867 -2.6628
H14 -4.3868 3.1670 2.9002
H15 -3.1521 4.1349 5.5692
H16 -1.1579 -0.5475 1.0626
H17 1.9667 0.5207 2.6823
H18 -0.7889 0.1572 2.6211
H19 -6.3168 5.8845 4.8367
H20 -0.5916 -4.4975 -0.7532
C8 9.8496 1.8617 0.7694
C9 2.3541 0.3460 1.6742
C10 0.3405 -3.2496 2.1691
H21 10.7992 1.1764 -1.0696
C11 -4.1807 5.8101 4.6384
H22 -4.7229 7.3487 3.4091
H23 2.6678 2.3597 0.9987
N2 9.6553 3.1965 0.1977
H24 8.5225 -0.8403 -0.8171
H25 5.2198 1.6798 0.3475
H26 -6.3141 -9.8721 -1.4059
H27 -3.1103 -8.2478 -3.8733
H28 9.1895 3.0899 -0.6996
C12 -2.0016 2.5246 1.0641
H29 -1.3402 -6.0066 2.5027
C13 -2.5253 -8.4510 -2.9719
H30 -6.0415 2.5886 2.6909
H31 -1.5938 3.0948 1.9047
C14 0.2188 1.0528 0.9341
C15 -4.1989 -7.1405 -1.8714
H32 -1.1492 6.6451 -5.0920
H33 10.1934 1.9939 1.7995
H34 -0.1158 3.9577 -6.4359
O2 -0.9952 -3.5160 2.5466
H35 0.5111 1.6945 -1.0449
C16 8.1712 0.0760 -1.2990
H36 8.7297 0.0323 1.1890
H37 -2.8960 -3.4277 1.9153
C17 0.5345 4.6213 -3.8293
H38 -2.9429 -5.9661 2.3764
H39 -1.6177 3.0144 -1.0975
H40 -2.1597 4.3819 -3.5142
H41 8.9478 0.4585 -1.9641
N3 -4.5562 -8.4907 0.1920
O3 1.2527 0.1572 0.7594
C18 -1.9705 -5.0372 0.8370
H42 -2.9896 2.9286 0.8574
H43 0.8967 -4.1683 1.9736
H44 -2.0860 5.4061 4.9630
H45 -2.0681 6.7634 -6.5942
H46 -1.0105 -6.2113 -0.6928
N4 -0.2650 1.5103 -0.4099
H47 -2.8399 4.2909 3.8351
H48 3.8254 1.7774 2.1767
H49 0.1210 -5.5521 0.4772
H50 -4.5817 -6.9387 -2.8806
H51 -1.4906 2.9152 -6.0781
N5 -1.6076 3.5392 -3.3692
H52 1.3133 4.7876 -4.5738
H53 0.5607 1.9336 1.4822
N6 -2.0966 -6.1048 1.8307
H54 2.8960 -0.5956 1.6635
H55 -4.6531 -10.0699 -1.9278
H56 4.5141 0.0851 0.1183
O4 -2.1884 1.1661 1.4126
C19 -1.9168 -3.6428 1.4791
O5 -1.8932 4.8668 -5.8892
C20 3.2801 1.4967 1.2742
H57 -4.4059 -7.6617 0.7601
C21 4.2879 1.1472 0.1645
H58 -3.6211 -8.8575 0.0352
H59 0.3864 -2.5986 1.2886
H60 -6.0453 -7.5595 -0.9144
H61 11.0499 0.1066 0.3164
C22 10.9625 1.1501 0.0077
O6 -5.9081 4.4480 3.4970
H62 7.2963 -0.1614 -1.9049
C23 -5.5514 5.1186 4.6931
C24 -1.3384 6.1630 -6.0540
H63 -1.7219 -2.8713 0.7181
O7 -2.8447 -7.5444 -1.9311
H64 -4.1357 6.4848 5.4977
H65 -4.2324 6.0330 2.6313
H66 -2.8742 -5.0578 0.2198
C25 -1.1078 2.7316 -0.1792
H67 -0.8570 0.7618 -0.7763
H68 -0.4066 3.5355 0.0485
C26 -1.0020 0.4075 1.5797
H69 -5.6147 4.4328 5.5472
H70 0.0129 2.6129 -4.2990
C27 -0.9625 3.8160 -5.7536
H71 0.0667 5.5793 -3.6055

Output
Net charge = +1
LUMO level = -2.8 eV

(3)
Computed, not measured: a molecular structure, C27H72AsF6O27S9, with ωB97M-V/def2-TZVPD.

Element x y z (Å)
S1 -6.9638 -2.4876 1.5320
O1 -2.4211 0.4453 6.5977
H1 -0.5642 3.3021 4.2769
C1 -0.7728 -3.1307 -1.1020
H2 3.8255 -0.6589 -2.7782
S2 -2.5134 -0.1855 5.2729
O2 -3.2896 -1.2629 -3.2391
H3 1.9104 5.1467 3.7233
S3 -3.6345 -0.1527 -4.0810
O3 -8.1046 -2.9527 0.7559
H4 -4.9015 0.5424 -0.8433
C2 -2.9619 -0.8532 -6.5089
H5 6.3672 -3.7721 -1.2374
H6 4.2834 -3.6281 -6.6487
H7 6.2195 -4.9087 0.1583
As1 0.0777 0.5443 -0.2804
H8 -3.4594 0.6608 0.0051
O4 -2.5944 -4.8554 -0.3668
C3 -0.5285 -0.9737 3.5684
H9 2.7294 4.2287 -2.2592
O5 5.9429 -2.2278 1.1704
H10 0.5396 5.0083 0.9781
H11 2.3882 3.2206 -0.8628
C4 -5.0887 -0.5339 1.1067
H12 1.5442 6.4941 2.6740
H13 -4.5699 -1.2135 1.7828
H14 -3.9960 -1.7915 4.5388
F1 1.5997 1.1482 -1.0838
O6 -5.1807 3.4810 2.0442
H15 0.2345 -3.0202 -1.5036
O7 2.0314 6.5645 -0.2651
C5 4.4929 -0.2905 0.5749
H16 -3.9790 -0.8991 -0.6179
S4 2.8709 5.3962 -0.1567
S5 5.0720 -2.4269 -4.6988
O8 7.6327 -3.7781 2.2622
H17 -0.3277 1.6366 4.9880
O9 3.5670 -3.0044 -4.2384
H18 -1.5766 6.7735 1.2526
H19 5.3481 -1.6130 -0.8004
H20 2.1550 -3.1955 -2.7270
H21 -1.4985 -2.5029 -1.6189
H22 -2.6888 -2.6213 5.4690
H23 1.5418 0.7851 5.3021
O10 4.3472 5.4419 -0.3565
H24 4.3656 0.2873 -0.3405
O11 4.8832 -1.0702 -5.1986
H25 -1.0741 -0.6006 -7.6780
H26 -3.1683 2.3550 -3.9367
O12 -5.0277 0.0180 -4.5782
H27 -1.9016 1.2741 -3.3511
C6 1.2339 5.4830 2.9376
H28 0.4077 -4.9849 -3.0070
H29 1.0861 4.3143 -1.4556
O13 -0.2628 -5.7701 -0.7933
H30 -0.0553 -0.1248 3.0749
C7 -0.6090 -4.1612 -4.7719
H31 1.0615 -1.7620 4.7614
C8 2.1604 4.1783 -1.3309
C9 -2.6222 5.3802 -0.1535
H32 1.1560 -2.0492 3.0112
C10 1.2267 4.5754 1.7052
O14 -6.2802 -1.2371 0.6272
H33 0.8730 3.5823 1.9821
H34 5.5649 -4.5698 -5.8167
S6 -4.1574 3.6255 0.9723
C11 -2.9791 1.4352 -3.3833
C12 0.5000 -2.0753 3.8812
S7 -1.3468 -4.8678 -1.1586
C13 -5.6719 -3.8413 1.2690
C14 3.0880 -2.6737 -2.9401
C15 -3.3924 -1.7891 5.4464
F2 -0.4621 -0.1003 -1.9022
H35 -3.3941 1.5018 -2.3776
H36 0.1684 -3.1131 3.9156
H37 3.6031 -0.8821 0.7905
O15 -4.2566 2.9796 -0.2944
H38 -1.3743 2.7269 5.7720
O16 0.9788 4.9217 5.9611
H39 0.2873 -4.0709 -5.3856
H40 6.4470 -0.5052 -0.0019
C16 2.9184 -1.2408 -2.6150
O17 -1.6900 -4.9689 -2.7504
H41 -4.8770 -3.6968 2.0006
C17 5.6699 -1.2487 0.1752
O18 6.0926 -2.7053 -3.6438
C18 -0.4592 2.7014 5.1804
H42 3.1421 1.0806 5.9592
H43 2.8946 1.6901 2.9788
H44 0.2347 5.5509 3.3679
H45 -4.0274 -0.7572 -6.7178
O19 8.4144 -2.2346 0.4327
S8 7.3927 -3.0734 1.0352
C19 5.2429 -3.5780 -6.1341
H46 -1.7827 4.6860 -0.1888
H47 -3.0532 5.3698 -1.1546
F3 -0.7681 2.0546 -0.6662
F4 0.8861 -1.0368 0.0773
H48 -0.8149 -3.1311 -4.4809
O20 2.5793 4.5334 1.2347
C20 2.8509 0.9154 3.7444
F5 -1.3685 -0.1975 0.5259
H49 -0.7322 -2.8206 -0.0578
O21 2.2455 2.8072 5.1888
C21 -2.5687 3.0169 1.8122
H50 3.7703 -3.1795 -2.2569
H51 -2.2995 2.0658 1.3529
H52 2.1302 -0.7731 -3.2050
H53 -1.3164 -1.2629 2.8729
O22 -7.0549 -2.0262 2.9333
H54 -2.7831 -1.9113 -6.3176
H55 -5.4661 -4.0078 0.2116
S9 0.9741 3.4821 6.1154
O23 -3.6129 5.1547 0.8328
H56 -6.1523 -4.7704 1.5755
H57 -4.1571 -1.7645 6.2228
H58 -0.4615 -6.1172 -4.0016
F6 0.6821 1.1895 1.3123
H59 -5.6527 0.2522 1.6089
H60 -2.1422 0.6841 -7.9272
O24 -0.9533 -0.6684 4.9143
O25 -2.6232 -0.0790 -5.3479
H61 5.9777 -3.1475 -6.8144
H62 2.5508 -1.2305 -1.5889
H63 2.2642 0.0606 3.4081
H64 -1.6619 3.6093 1.6895
H65 -1.3886 -4.5280 -5.4395
O26 -3.0475 0.5843 4.1604
C22 -2.0939 6.8183 0.2942
H66 -2.7312 2.8151 2.8710
O27 0.8999 2.9492 7.5074
H67 4.6317 0.4092 1.3991
H68 -1.3951 7.2569 -0.4181
C23 6.8626 -4.2029 -0.3673
C24 -0.5230 -5.1238 -3.5571
H69 3.8404 0.4676 3.8365
H70 -2.9084 7.5007 0.5369
C25 2.4503 1.3724 5.1691
H71 7.8286 -4.6462 -0.6090
C26 -2.1393 -0.3707 -7.6523
C27 -4.3183 -0.0018 -0.1004
H72 -2.5638 -0.8461 -8.5366

Output
Relative energy (zero: lowest compared OMol25 entry of this formula, charge and spin) = 1.567 eV
LUMO level (spin up / spin down) = -1.2 / -7.8 eV
Spin multiplicity = 2
<S²> = 0.75

For reference, F_max by record: 0.0984; 0.0148; 0.1118 Eh/bohr.
For reference, molar mass by record: 595.88; 591.90; 1306.36 u.
For reference, total energy by record: -53504.48730; -52413.72954; -259099.69665 eV.